# 1
C20H23NO6 in the gas phase in a non-equilibrium geometry, computed with ωB97M-V/def2-TZVPD.

```
50
Properties=species:S:1:pos:R:3:forces:R:3:nbo_charge:R:1
C 3.218774 -3.520210 2.569188 0.1 0.0 0.1 -0.25
O 2.803959 -3.124866 1.286694 -0.1 0.0 -0.2 -0.55
C 3.839774 -2.540775 0.526824 0.1 -0.1 -0.2 -0.07
C 3.313661 -2.113449 -0.844668 0.1 -0.2 0.4 -0.23
N 2.651972 -0.813048 -0.814337 0.1 0.0 -0.1 -0.47
C 2.538021 -0.249765 -2.153151 0.0 0.4 -0.3 -0.23
H 1.843317 -0.830117 -2.780551 0.0 0.0 0.1 0.18
C 2.085914 1.209361 -2.156126 0.0 0.0 0.0 -0.07
O 2.212632 1.682561 -3.477270 0.1 -0.3 0.0 -0.54
C 1.830412 3.027224 -3.612465 0.0 0.1 0.0 -0.24
H 0.779968 3.172980 -3.331519 0.0 0.0 0.0 0.17
H 1.966142 3.284554 -4.660665 0.0 0.1 0.0 0.19
H 2.452834 3.681431 -2.989565 0.0 0.0 0.0 0.17
H 1.042385 1.305012 -1.821887 0.1 0.0 0.0 0.17
H 2.717899 1.804524 -1.479664 -0.1 -0.1 0.0 0.17
H 3.522066 -0.279978 -2.627244 0.0 0.0 0.0 0.21
C 1.360372 -0.866387 -0.123379 -0.2 -0.1 0.3 -0.27
C 1.017307 0.408405 0.605389 -0.1 -0.2 -0.1 -0.20
C -0.302540 0.774619 0.797093 0.3 1.0 0.6 0.43
C -0.681239 1.916419 1.513590 0.2 -0.4 -0.2 -0.30
C 0.290032 2.731890 2.082056 0.0 -0.2 -0.1 -0.11
C 1.611680 2.389888 1.909062 0.1 0.1 0.1 -0.30
C 1.982789 1.250482 1.181275 -0.4 0.0 0.0 0.37
O 3.294950 0.995213 1.044128 0.1 0.0 0.2 -0.69
H 3.379387 0.259532 0.387364 -0.1 0.1 -0.2 0.51
H 2.403240 2.990375 2.328058 0.1 0.1 0.0 0.23
H 0.001150 3.608743 2.638665 0.0 0.1 0.1 0.23
C -2.137863 1.970456 1.487163 -0.1 0.3 0.2 0.57
O -2.908157 2.779327 1.966732 0.1 -0.2 -0.1 -0.57
C -2.504463 0.760250 0.705729 -1.3 -0.1 -0.1 0.16
C -3.763165 0.370733 0.421105 0.7 0.4 0.2 -0.21
C -4.139648 -0.792290 -0.310538 1.0 -0.8 -0.4 0.22
C -3.397635 -1.805045 -0.884637 -0.3 0.7 0.4 -0.26
C -4.322382 -2.690514 -1.468452 -0.7 0.1 0.0 -0.32
C -5.556971 -2.164036 -1.216097 0.4 -0.7 -0.4 0.11
O -5.458738 -1.026345 -0.521671 -0.2 0.4 0.3 -0.39
H -6.542269 -2.500737 -1.472599 -0.2 0.1 0.0 0.20
H -4.106239 -3.593174 -2.002290 0.0 -0.2 -0.1 0.23
H -2.331321 -1.887752 -0.872286 0.2 0.0 0.0 0.24
H -4.559076 1.003088 0.786886 0.0 0.2 0.1 0.25
O -1.377586 0.082005 0.314661 0.1 -0.5 -0.3 -0.48
H 1.408168 -1.675023 0.611716 -0.1 0.1 -0.2 0.26
H 0.545524 -1.105784 -0.822049 0.1 -0.1 0.0 0.20
H 4.168283 -2.033382 -1.519625 -0.1 0.0 0.0 0.21
H 2.647297 -2.903198 -1.220813 0.0 0.0 -0.1 0.19
H 4.646976 -3.276423 0.386562 -0.1 0.1 0.0 0.18
H 4.258770 -1.674224 1.060036 0.0 -0.1 -0.1 0.17
H 3.575577 -2.662211 3.151459 0.0 0.0 0.0 0.17
H 2.349221 -3.955313 3.056839 0.1 0.0 0.1 0.20
H 4.019939 -4.266985 2.512858 0.0 0.0 0.0 0.17
```
Positions in Å, forces in eV/Å.

M	373.40	g/mol
electronic energy	-1282.0478	Eh
SMILES	COCCN(CCOC)Cc1c(O)ccc2c1O/C(=C\c1ccco1)C2=O

# 2
C20H23NO6S2 in the gas phase in a non-equilibrium geometry, computed with ωB97M-V/def2-TZVPD.

```
52
Properties=species:S:1:pos:R:3:forces:R:3:nbo_charge:R:1
C 5.276024 1.081058 -0.356165 0.0 0.0 -0.2 -0.61
H 4.918397 0.139011 0.048578 0.1 -0.1 0.1 0.23
H 5.264570 1.821994 0.439982 0.0 0.0 0.1 0.20
H 6.300327 0.952500 -0.698394 0.1 0.0 0.0 0.21
C 4.380033 1.524971 -1.505542 0.2 -0.2 0.1 -0.41
C 2.935512 1.661017 -1.062951 -0.3 -0.5 0.1 -0.63
H 2.819647 2.177053 -0.115527 0.0 0.1 -0.1 0.27
H 2.308352 2.103305 -1.831459 -0.1 0.1 0.0 0.25
S 2.222843 0.011734 -0.815725 0.0 -0.4 -0.3 2.20
O 2.647930 -0.602933 0.416308 0.1 0.3 0.0 -0.97
O 2.473100 -0.784593 -1.991385 0.1 0.2 -0.2 -0.96
C 0.439931 0.196076 -0.708794 0.1 -0.1 -0.7 -0.30
C -0.404691 -0.016246 -1.786008 0.8 0.2 0.4 0.02
N -1.678270 -0.135794 -1.300632 0.6 0.2 0.6 -0.29
C -2.809066 -0.397088 -2.025500 -1.1 -0.2 -0.4 0.00
C -3.994510 -0.519098 -1.400414 0.5 0.1 -0.3 -0.21
C -4.089898 -0.366473 0.016379 0.3 0.1 0.4 -0.07
C -5.318650 -0.515097 0.673054 0.0 0.0 0.1 -0.20
C -5.409111 -0.368240 2.035334 0.0 0.0 -0.1 -0.18
C -4.268812 -0.052227 2.773179 0.1 0.0 0.0 -0.21
C -3.049847 0.098195 2.154718 0.0 0.0 0.0 -0.20
C -2.926380 -0.063755 0.767659 -0.7 -0.1 0.0 -0.01
C -1.676564 0.043170 0.070592 0.4 0.0 0.3 0.25
C -0.341266 0.240850 0.457341 0.4 0.1 0.5 -0.44
S 0.458297 0.826009 1.956138 -0.3 0.5 0.3 2.19
O 1.485565 1.713846 1.473475 0.2 -0.2 0.1 -0.96
O -0.532119 1.441114 2.807995 -0.1 -0.3 0.1 -0.96
C 1.222413 -0.521546 2.906141 -0.4 0.2 -0.5 -0.64
C 0.193932 -1.425228 3.552398 -0.2 -0.1 -0.1 -0.42
C -0.414582 -2.413771 2.565072 0.0 0.0 0.2 -0.61
H 0.367226 -3.009095 2.099132 0.0 -0.1 -0.1 0.21
H -0.963534 -1.897007 1.783888 -0.1 -0.1 -0.1 0.20
H -1.100967 -3.084121 3.077395 -0.1 -0.1 0.0 0.21
H 0.676089 -1.980707 4.360784 0.0 0.1 0.0 0.22
H -0.587426 -0.804705 3.995997 0.0 -0.1 0.2 0.22
H 1.808871 0.022516 3.643438 0.0 0.2 0.0 0.25
H 1.885440 -1.034684 2.217643 0.0 0.0 0.1 0.28
H -2.185402 0.387730 2.724908 0.0 -0.1 0.1 0.25
H -4.343203 0.080512 3.841630 0.0 0.0 0.1 0.22
H -6.359612 -0.486829 2.533424 -0.1 0.0 0.0 0.22
H -6.194838 -0.746852 0.085442 -0.1 0.0 -0.1 0.21
H -4.885658 -0.740961 -1.964743 0.0 0.0 -0.1 0.23
H -2.668497 -0.523207 -3.086686 0.0 0.0 0.0 0.25
C -0.060319 -0.060768 -3.212694 -0.2 0.0 -0.4 0.79
O -0.636405 -0.714869 -4.048870 0.0 0.0 0.1 -0.59
O 0.943723 0.781500 -3.464862 -0.3 0.2 0.1 -0.50
C 1.562364 0.688095 -4.742541 0.0 -0.2 -0.4 -0.27
H 1.930769 1.681128 -4.990935 0.0 -0.1 0.0 0.19
H 0.842124 0.343548 -5.486578 0.1 0.1 0.1 0.21
H 2.389098 -0.020568 -4.669938 0.0 0.0 0.0 0.21
H 4.418637 0.786907 -2.309871 0.1 0.1 -0.1 0.22
H 4.728414 2.482621 -1.901809 -0.2 0.0 0.0 0.21
```
Positions in Å, forces in eV/Å.

M	437.54	g/mol
electronic energy	-2078.4736	Eh
SMILES	CCCS(=O)(=O)c1c(S(=O)(=O)CCC)c2c3ccccc3ccn2c1C(=O)OC

# 3
A molecular structure, C20H24AuCl2N5OP in a non-equilibrium geometry, computed with ωB97M-V/def2-TZVPD.

```
54
Properties=species:S:1:pos:R:3:forces:R:3:nbo_charge:R:1
Au -0.084927 0.393616 -0.075166 0.2 0.3 0.4 1.47
N 2.939047 1.780773 0.036607 0.0 0.2 0.0 -0.55
C 2.772643 0.801039 0.979634 0.2 -0.1 0.1 0.41
C 3.824958 0.591821 1.880477 -0.1 -0.2 0.1 -0.24
C 3.718547 -0.382706 2.846895 -0.1 0.2 -0.2 -0.06
C 2.558462 -1.157269 2.900840 -0.1 0.0 -0.2 -0.23
C 1.566218 -0.913108 1.988133 0.0 -0.6 0.6 0.06
N 1.664359 0.055035 1.053748 -1.1 0.7 -0.7 -0.49
C 2.171287 2.270852 -0.985080 0.1 0.0 0.0 0.41
C 2.676254 3.382005 -1.677990 -0.2 0.1 -0.2 -0.24
C 1.963127 3.930957 -2.717729 0.1 -0.1 0.2 -0.06
C 0.761865 3.330348 -3.102204 0.0 -0.2 0.1 -0.23
C 0.326608 2.238146 -2.402351 -0.4 0.3 -0.6 0.04
N 0.996579 1.729298 -1.342578 -0.6 -1.1 1.0 -0.49
H 3.830165 2.247716 0.112315 0.0 0.1 0.0 0.44
H 4.711446 1.208627 1.814035 0.0 0.0 0.0 0.26
H 4.524963 -0.540720 3.550691 0.0 0.0 0.0 0.27
H 2.439220 -1.935986 3.639476 -0.1 0.0 0.0 0.27
H 0.649748 -1.483221 1.993179 0.1 0.1 0.0 0.24
H 3.622083 3.810402 -1.373496 0.0 0.0 0.0 0.26
H 2.331329 4.810873 -3.228494 0.0 0.0 0.0 0.28
H 0.185938 3.707504 -3.934532 0.0 -0.1 0.0 0.28
H -0.585451 1.737569 -2.686760 0.1 0.1 0.0 0.22
Cl 0.978373 -2.410180 -1.394768 0.0 0.6 0.2 -0.13
C 1.202304 -4.053676 -2.055235 -0.1 -0.8 -0.1 -0.37
Cl 0.387398 -5.260149 -1.067858 0.1 0.2 -0.1 0.03
H 2.266900 -4.258308 -2.070254 0.0 0.1 0.1 0.25
H 0.788264 -4.068731 -3.056996 0.0 0.1 0.0 0.24
C -2.193190 -1.825407 3.615536 0.2 0.2 -0.4 -0.99
P -2.477555 -1.087976 1.998209 -1.2 -0.8 0.2 1.91
C -3.899586 -0.001601 2.217985 0.4 -0.1 -0.1 -1.00
C -2.904173 -2.371031 0.799649 0.2 0.4 0.2 -1.01
O -1.208229 -0.324293 1.564628 1.4 0.7 -1.2 -1.12
H -3.108612 -2.335196 3.920345 0.0 0.0 0.0 0.29
H -1.972684 -1.028527 4.326529 0.0 0.0 0.0 0.28
H -1.366922 -2.534739 3.597203 0.0 -0.1 0.0 0.27
H -4.758973 -0.613123 2.497923 0.0 0.0 0.0 0.29
H -4.133263 0.552280 1.310492 0.0 -0.1 0.0 0.25
H -3.688420 0.699693 3.026088 0.0 0.0 0.0 0.28
H -3.564298 -3.105128 1.261416 0.0 0.0 0.0 0.30
H -1.991894 -2.863090 0.457991 0.0 -0.1 0.0 0.27
H -3.418945 -1.928139 -0.053751 0.0 0.0 0.0 0.25
N -3.792667 -2.011720 -4.796322 0.1 0.0 0.1 -0.12
C -3.576437 -1.268721 -3.948309 0.0 -0.2 -0.1 0.18
C -3.323872 -0.325565 -2.903135 -0.2 0.3 0.1 -0.14
C -4.247678 0.685950 -2.620362 0.1 0.0 0.1 -0.04
C -3.960688 1.585342 -1.601883 0.0 -0.1 0.0 -0.22
C -2.772865 1.460411 -0.908289 -0.1 0.3 0.1 0.04
N -1.890442 0.490386 -1.199455 0.8 0.2 0.7 -0.50
C -2.148971 -0.393900 -2.167767 0.2 -0.3 -0.2 0.06
H -5.167717 0.756575 -3.186649 0.0 0.0 0.0 0.28
H -4.652846 2.374754 -1.343242 0.0 0.0 0.0 0.28
H -2.507177 2.144413 -0.112678 0.0 0.0 0.0 0.24
H -1.409938 -1.163757 -2.358070 0.0 0.0 0.0 0.26
```
Positions in Å, forces in eV/Å.

total charge	+3
M	649.29	g/mol
electronic energy	-2522.0178	Eh

- Which value of M does entry 3 give?
  649.29 g/mol

- electronic energy of number 3 (C20H24AuCl2N5OP)?
  -2522.0178 Eh

- Which of these has the lowest M?
  C20H23NO6